Computed, not measured: a cluster of 2 separate species, C2H6Se in total at a distorted geometry, with ωB97M-V/def2-TZVPD.

CARTESIAN COORDINATES (ANGSTROEM)
C 1.258 -0.711 -0.166
C -0.682 0.999 -0.198
Se -2.170 -0.051 -0.024
H 0.826 -1.146 -0.935
H 2.063 -0.026 -0.330
H 1.082 -0.899 0.864
H -0.326 1.396 -1.094
H -0.442 1.420 0.801
H -1.610 -0.982 1.082

M   109.03 g/mol
Relative energy (zero: lowest compared OMol25 entry of this formula, charge and spin)   345.94 kJ/mol
E   -2481.06077 a.u.
Largest force on an atom   0.094 Eh/bohr
Orbital gap (alpha / beta)   8.22 / 8.12 eV
HOMO (alpha / beta)   -8.200 / -7.812 eV